Record 1
A 8-piece molecular cluster, C46H113O31P7 overall at a distorted geometry. Source: the Open Molecules 2025 dataset; level of theory: wB97M-V/def2-TZVPD.

Output
ΔE to the lowest compared entry with this formula, charge and spin ... 13.05 kcal per mole
Frontier orbital gap ... 10.3 eV
HOMO level ... -0.370 hartree
Charge ... 0
Largest force on an atom ... 0.077 hartree/bohr
LUMO ... 0.2250 eV
SMILES ... CCOP(=O)(OCC)OCC.CCOP(=O)(OCC)OCC.CCOP(=O)(OCC)OCC.CCOP(=O)(OCC)OCC.CCOP(=O)(OCC)OCC.CCOP(=O)(OCC)OCC.CCOP(=O)(OCC)OCC.CCOC(=O)OC

Element x y z (Å)
C  7.35  -0.26  -4.85
C  6.13  -1.25  -4.71
O  5.65  -1.39  -3.36
P  4.45  -0.46  -2.75
O  3.19  -0.25  -3.54
O  5.27  0.85  -2.32
C  6.48  0.60  -1.53
C  7.24  1.85  -1.27
O  4.24  -1.29  -1.39
C  3.31  -2.38  -1.32
C  4.04  -3.77  -1.59
H  7.16  0.74  -4.45
H  8.11  -0.57  -4.14
H  7.74  -0.11  -5.86
H  5.29  -0.93  -5.33
H  6.48  -2.21  -5.10
H  6.41  -0.01  -0.63
H  7.16  0.01  -2.14
H  7.69  2.26  -2.17
H  6.70  2.66  -0.78
H  8.11  1.62  -0.65
H  2.97  -2.47  -0.29
H  2.44  -2.22  -1.95
H  4.95  -3.83  -0.99
H  3.39  -4.60  -1.34
H  4.21  -3.89  -2.66
C  -4.83  -1.63  -7.60
C  -3.67  -2.59  -7.51
O  -2.49  -1.79  -7.32
P  -1.43  -2.29  -6.15
O  -2.10  -3.06  -5.06
O  -0.28  -3.06  -6.97
C  0.48  -4.07  -6.37
C  1.93  -3.46  -6.19
O  -0.70  -0.90  -5.66
C  -1.32  -0.22  -4.54
C  -0.45  0.97  -4.12
H  -5.05  -1.25  -6.60
H  -4.57  -0.73  -8.15
H  -5.74  -2.11  -7.95
H  -3.75  -3.39  -6.77
H  -3.46  -3.04  -8.48
H  0.22  -4.44  -5.38
H  0.36  -4.95  -7.01
H  2.20  -2.86  -7.06
H  2.00  -2.92  -5.25
H  2.76  -4.16  -6.06
H  -2.37  0.00  -4.74
H  -1.42  -0.89  -3.68
H  -0.88  1.49  -3.26
H  0.56  0.68  -3.83
H  -0.38  1.76  -4.87
C  -5.07  8.87  -1.26
C  -4.15  7.97  -2.01
O  -2.90  8.54  -2.14
P  -1.71  8.13  -1.10
O  -1.90  8.53  0.33
O  -1.57  6.50  -1.37
C  -0.49  5.81  -0.78
C  -0.67  4.26  -0.81
O  -0.35  8.84  -1.74
C  -0.43  9.98  -2.65
C  -1.00  11.18  -1.93
H  -6.04  8.37  -1.25
H  -4.93  9.06  -0.20
H  -5.31  9.82  -1.73
H  -4.14  6.98  -1.56
H  -4.42  7.58  -2.99
H  0.50  6.11  -1.12
H  -0.55  6.27  0.21
H  -1.44  3.81  -0.19
H  -0.86  4.02  -1.85
H  0.25  3.75  -0.52
H  0.58  10.17  -3.00
H  -1.09  9.70  -3.47
H  -2.08  11.13  -1.75
H  -0.44  11.38  -1.02
H  -0.86  12.03  -2.59
C  -7.80  -4.69  5.65
C  -7.37  -3.53  4.84
O  -6.10  -3.19  5.29
P  -5.19  -2.26  4.35
O  -5.44  -2.34  2.90
O  -5.31  -0.77  4.98
C  -5.13  -0.55  6.39
C  -3.69  -0.52  6.80
O  -3.65  -2.66  4.71
C  -3.17  -3.68  3.87
C  -1.70  -3.87  4.30
H  -7.90  -4.31  6.66
H  -8.80  -4.94  5.29
H  -7.10  -5.52  5.50
H  -7.33  -3.75  3.77
H  -8.11  -2.75  5.05
H  -5.39  0.45  6.74
H  -5.76  -1.28  6.90
H  -3.19  0.23  6.19
H  -3.68  -0.26  7.86
H  -3.21  -1.50  6.71
H  -3.75  -4.60  3.82
H  -3.08  -3.28  2.85
H  -1.11  -3.02  3.96
H  -1.63  -3.86  5.39
H  -1.23  -4.83  4.11
C  6.99  -5.25  1.78
C  7.61  -4.76  3.10
O  7.72  -3.38  3.01
P  8.36  -2.53  4.19
O  7.75  -2.85  5.54
O  8.29  -1.00  3.71
C  7.07  -0.40  3.27
C  6.76  -0.75  1.82
O  9.95  -2.97  4.11
C  10.80  -2.49  2.98
C  11.32  -3.61  2.11
H  5.98  -4.91  1.55
H  7.53  -5.05  0.85
H  6.67  -6.29  1.84
H  6.93  -5.07  3.89
H  8.53  -5.30  3.32
H  6.21  -0.63  3.91
H  7.18  0.68  3.39
H  6.65  -1.83  1.69
H  5.81  -0.27  1.58
H  7.54  -0.34  1.18
H  10.14  -1.87  2.37
H  11.65  -1.90  3.32
H  12.22  -4.08  2.51
H  10.61  -4.39  1.85
H  11.55  -3.22  1.12
C  3.04  2.73  6.74
C  2.52  2.91  5.32
O  1.32  3.62  5.45
P  0.65  4.32  4.13
O  0.68  3.37  2.98
O  -0.79  4.79  4.70
C  -1.81  3.86  4.93
C  -1.91  3.43  6.40
O  1.39  5.69  3.96
C  2.40  5.93  3.00
C  2.51  7.38  2.81
H  4.03  2.28  6.87
H  3.08  3.77  7.08
H  2.37  2.17  7.40
H  3.21  3.26  4.56
H  2.12  1.92  5.05
H  -2.81  4.26  4.76
H  -1.73  3.07  4.18
H  -2.71  2.70  6.51
H  -1.01  3.07  6.90
H  -2.12  4.33  6.98
H  3.38  5.52  3.23
H  2.24  5.41  2.05
H  2.77  7.93  3.72
H  3.41  7.61  2.25
H  1.66  7.80  2.26
C  -8.42  -5.44  -0.30
C  -8.87  -5.00  -1.70
O  -7.75  -4.88  -2.47
P  -7.74  -4.03  -3.81
O  -8.95  -4.10  -4.69
O  -7.53  -2.52  -3.19
C  -6.35  -2.16  -2.41
C  -5.16  -1.77  -3.28
O  -6.31  -4.39  -4.46
C  -5.88  -5.74  -4.71
C  -6.82  -6.67  -5.48
H  -7.90  -6.39  -0.38
H  -7.79  -4.71  0.21
H  -9.32  -5.64  0.29
H  -9.53  -5.72  -2.20
H  -9.40  -4.05  -1.73
H  -6.59  -1.32  -1.75
H  -6.07  -3.06  -1.87
H  -4.45  -1.47  -2.51
H  -4.74  -2.50  -3.97
H  -5.49  -0.93  -3.89
H  -5.01  -5.84  -5.35
H  -5.54  -6.14  -3.76
H  -7.67  -7.00  -4.88
H  -7.27  -6.22  -6.36
H  -6.40  -7.58  -5.91
C  2.92  0.69  1.52
C  1.71  1.23  0.84
O  0.49  0.64  1.36
C  -0.64  0.75  0.68
O  -0.76  1.30  -0.39
O  -1.57  -0.05  1.23
C  -2.94  -0.09  0.76
H  3.05  1.16  2.50
H  3.82  1.06  1.04
H  2.86  -0.39  1.48
H  1.73  0.99  -0.23
H  1.70  2.31  0.98
H  -3.09  -0.06  -0.32
H  -3.52  0.78  1.03
H  -3.48  -0.99  1.07

Record 2
C22H22N4P2SW as an isolated structure. Source: the Open Molecules 2025 dataset; level of theory: wB97M-V/def2-TZVPD.

Output
⟨S²⟩ ... 2.03
Frontier orbital gap (spin up / spin down) ... 5.1 / 5.1 eV
HOMO level (spin up / spin down) ... -0.739 / -0.739 hartree
Charge ... +4
Spin multiplicity ... 3
Largest force on an atom ... 0.004 hartree/bohr
LUMO (spin up / spin down) ... -15.0569 / -14.9856 eV

Element x y z (Å)
W  0.11  -0.44  -0.96
S  3.08  6.48  -1.11
N  1.70  5.94  -1.72
C  1.61  4.66  -1.39
C  0.52  3.77  -1.73
C  -0.60  4.13  -2.50
C  -1.57  3.18  -2.78
C  -1.43  1.90  -2.27
N  -0.36  1.53  -1.53
C  0.61  2.46  -1.28
C  1.73  1.99  -0.53
N  1.71  0.65  -0.18
C  2.75  0.17  0.54
C  3.82  0.96  0.93
C  3.85  2.29  0.56
C  2.79  2.83  -0.18
C  2.71  4.20  -0.62
N  3.61  5.14  -0.40
H  -0.69  5.14  -2.88
H  -2.44  3.42  -3.37
H  -2.19  1.14  -2.46
H  2.73  -0.88  0.81
H  4.63  0.52  1.50
H  4.68  2.94  0.84
C  2.00  -3.55  0.23
P  0.52  -2.54  0.12
C  0.06  -2.52  -1.84
C  -0.85  -3.17  1.01
C  -0.93  -4.48  1.48
C  -2.05  -4.89  2.19
C  -3.09  -3.99  2.42
C  -3.01  -2.67  1.96
C  -1.89  -2.24  1.26
P  -1.71  -0.51  0.75
C  -3.31  0.07  0.14
C  -1.26  0.49  2.18
H  1.79  -4.58  -0.04
H  2.35  -3.53  1.27
H  2.78  -3.16  -0.43
H  -0.12  -3.60  -1.77
H  0.82  -2.39  -2.63
H  -0.94  -2.17  -2.16
H  -0.13  -5.19  1.30
H  -2.12  -5.90  2.55
H  -3.96  -4.30  2.97
H  -3.83  -1.99  2.18
H  -4.04  -0.05  0.94
H  -3.65  -0.50  -0.72
H  -3.26  1.14  -0.10
H  -2.06  0.41  2.92
H  -1.16  1.54  1.88
H  -0.33  0.14  2.63

Record 3
A 10-piece molecular cluster, C20H60O10 overall at a distorted geometry. Source: the Open Molecules 2025 dataset; level of theory: wB97M-V/def2-TZVPD.

Output
ΔE to the lowest compared entry with this formula, charge and spin ... 29.81 kcal per mole
Frontier orbital gap ... 10.2 eV
HOMO level ... -0.349 hartree
Charge ... 0
Largest force on an atom ... 0.062 hartree/bohr
LUMO ... 0.7356 eV
SMILES ... CCO.CCO.CCO.CCO.CCO.CCO.CCO.CCO.CCO.CCO

Element x y z (Å)
C  -14.49  -3.07  18.20
C  -14.88  -1.98  17.28
O  -14.44  -2.44  15.95
H  -13.42  -3.27  17.95
H  -15.11  -3.98  18.01
H  -14.62  -2.92  19.27
H  -14.33  -1.04  17.44
H  -15.97  -1.85  17.23
H  -15.19  -2.29  15.36
C  -18.16  -0.74  15.71
C  -17.99  -1.28  14.30
O  -16.81  -2.06  14.31
H  -18.23  -1.56  16.46
H  -19.10  -0.18  15.90
H  -17.39  -0.05  16.12
H  -17.93  -0.47  13.57
H  -18.89  -1.90  14.16
H  -16.45  -2.09  13.38
C  -11.14  -3.42  14.59
C  -11.10  -1.92  14.21
O  -11.86  -1.13  15.02
H  -10.35  -3.87  13.97
H  -12.14  -3.86  14.46
H  -10.83  -3.57  15.66
H  -11.32  -1.84  13.10
H  -10.04  -1.71  14.42
H  -12.73  -1.46  15.15
C  -15.08  0.04  12.99
C  -14.51  -0.88  11.98
O  -15.45  -2.01  11.99
H  -16.13  0.27  12.89
H  -14.55  0.95  12.95
H  -14.97  -0.34  13.99
H  -13.58  -1.31  12.22
H  -14.47  -0.48  11.01
H  -15.03  -2.88  11.74
C  -12.22  -4.63  8.85
C  -13.64  -4.54  9.41
O  -13.68  -3.99  10.74
H  -12.14  -5.09  7.84
H  -11.64  -5.21  9.53
H  -11.72  -3.70  8.87
H  -14.20  -5.47  9.48
H  -14.21  -3.85  8.80
H  -13.48  -4.72  11.36
C  -20.09  -4.04  15.74
C  -19.26  -4.98  14.97
O  -17.89  -4.70  14.88
H  -20.27  -3.11  15.16
H  -19.61  -3.74  16.71
H  -21.05  -4.52  15.85
H  -19.68  -5.23  13.94
H  -19.32  -5.94  15.50
H  -17.73  -3.72  14.71
C  -12.25  -7.16  14.02
C  -12.77  -7.05  12.63
O  -13.67  -5.92  12.70
H  -11.63  -6.31  14.31
H  -11.57  -8.02  14.13
H  -13.00  -7.27  14.82
H  -13.32  -7.96  12.24
H  -11.95  -6.78  11.97
H  -14.53  -6.15  13.12
C  -17.04  0.66  20.59
C  -15.95  -0.26  20.06
O  -15.58  -1.33  21.03
H  -17.90  0.11  20.88
H  -17.33  1.36  19.77
H  -16.69  1.29  21.40
H  -15.04  0.34  19.93
H  -16.22  -0.74  19.08
H  -15.02  -0.85  21.62
C  -11.31  -0.21  18.71
C  -10.97  0.97  17.74
O  -11.90  1.11  16.65
H  -10.49  -0.33  19.41
H  -11.52  -1.13  18.21
H  -12.20  0.03  19.25
H  -9.95  0.73  17.39
H  -10.84  1.93  18.19
H  -11.75  0.40  16.01
C  -16.88  -8.31  11.90
C  -17.24  -7.07  12.74
O  -16.12  -6.57  13.52
H  -16.86  -9.25  12.46
H  -15.89  -8.14  11.45
H  -17.63  -8.42  11.13
H  -17.98  -7.29  13.47
H  -17.61  -6.27  12.06
H  -16.56  -5.89  14.08

Record 4
A 2-piece molecular cluster, C3H3N3 overall at a distorted geometry. Source: the Open Molecules 2025 dataset; level of theory: wB97M-V/def2-TZVPD.

Output
ΔE to the lowest compared entry with this formula, charge and spin ... 55.01 kcal per mole
Frontier orbital gap ... 10.5 eV
HOMO level ... -0.421 hartree
Charge ... 0
Largest force on an atom ... 0.025 hartree/bohr
LUMO ... -0.9207 eV

Element x y z (Å)
N  -0.40  -0.34  -0.90
C  -0.21  0.62  -0.09
C  -1.24  1.50  0.38
N  -2.13  2.16  0.73
C  1.92  -1.27  1.26
N  1.62  -1.51  0.15
H  1.00  -1.37  -0.66
H  -1.36  -0.55  -1.18
H  0.80  0.77  0.31

Record 5
C4H7AsCuF12NO2P as an isolated structure at a distorted geometry. Source: the Open Molecules 2025 dataset; level of theory: wB97M-V/def2-TZVPD.

Output
Frontier orbital gap ... 5.1 eV
HOMO level ... 0.083 hartree
Charge ... -3
Largest force on an atom ... 0.059 hartree/bohr
LUMO ... 7.3059 eV

Element x y z (Å)
Cu  -1.30  -6.96  -18.93
As  0.43  -5.68  -22.51
F  2.00  -5.59  -21.66
F  0.75  -7.47  -22.41
F  -1.24  -5.81  -23.12
F  0.32  -3.91  -22.43
F  1.22  -5.53  -24.14
F  -0.24  -5.76  -20.85
O  0.38  -8.44  -19.12
H  0.24  -8.17  -20.05
O  -0.26  -5.69  -17.41
H  -0.13  -4.73  -17.29
P  -4.48  -7.58  -19.58
F  -3.12  -7.80  -20.54
F  -4.54  -5.98  -20.12
F  -5.55  -8.07  -20.77
F  -5.73  -7.23  -18.58
F  -4.48  -9.04  -18.95
F  -3.56  -7.09  -18.32
N  -0.85  -10.23  -17.28
C  -0.70  -10.36  -15.96
C  -1.45  -11.36  -15.52
C  -2.08  -11.97  -16.68
C  -1.63  -11.21  -17.74
H  -0.42  -9.56  -17.89
H  -0.08  -9.68  -15.40
H  -1.49  -11.64  -14.48
H  -2.76  -12.81  -16.65
H  -1.69  -11.24  -18.82

Record 6
A 2-piece molecular cluster, C4H6 overall at a distorted geometry. Source: the Open Molecules 2025 dataset; level of theory: wB97M-V/def2-TZVPD.

Output
ΔE to the lowest compared entry with this formula, charge and spin ... 95.67 kcal per mole
Frontier orbital gap ... 9.8 eV
HOMO level ... -0.370 hartree
Charge ... 0
Largest force on an atom ... 0.062 hartree/bohr
LUMO ... -0.2731 eV

Element x y z (Å)
C  0.84  -0.34  -0.73
C  -1.73  -0.16  1.83
C  1.38  0.53  -1.55
C  -0.96  0.91  1.77
H  1.21  -0.68  0.18
H  -0.05  -0.90  -0.96
H  -2.13  -0.33  0.89
H  -1.90  -0.76  2.71
H  2.39  1.01  -1.58
H  0.95  0.73  -2.54

Record 7
An isolated ion of composition C7H12N3 and charge +1 at a distorted geometry. Source: the Open Molecules 2025 dataset; level of theory: wB97M-V/def2-TZVPD.

Output
ΔE to the lowest compared entry with this formula, charge and spin ... 29.38 kcal per mole
Frontier orbital gap ... 10.2 eV
HOMO level ... -0.471 hartree
Charge ... +1
Largest force on an atom ... 0.080 hartree/bohr
LUMO ... -2.5800 eV
SMILES ... CN1C=CN2CCC[NH+]=C12

Element x y z (Å)
C  1.33  0.18  2.52
N  0.36  -0.23  1.56
C  -0.53  -1.32  1.85
C  -1.27  -1.50  0.77
N  -0.78  -0.64  -0.23
C  -1.20  -0.62  -1.63
C  -0.73  0.79  -2.15
C  0.77  1.11  -1.76
N  0.78  1.16  -0.32
C  0.18  0.16  0.36
H  1.21  1.18  2.90
H  1.36  -0.45  3.35
H  2.35  -0.14  2.05
H  -0.57  -1.79  2.87
H  -2.08  -2.23  0.60
H  -2.26  -0.91  -1.60
H  -0.66  -1.33  -2.20
H  -0.81  0.87  -3.26
H  -1.31  1.64  -1.64
H  1.24  0.20  -2.07
H  1.28  2.00  -2.08
H  1.34  1.87  0.08

Record 8
An isolated molecule of C5H9O3P at a distorted geometry. Source: the Open Molecules 2025 dataset; level of theory: wB97M-V/def2-TZVPD.

Output
ΔE to the lowest compared entry with this formula, charge and spin ... 76.06 kcal per mole
Frontier orbital gap ... 8.0 eV
HOMO level ... -0.265 hartree
Charge ... 0
Largest force on an atom ... 0.206 hartree/bohr
LUMO ... 0.8440 eV
SMILES ... CC12OCP(CO1)CO2

Element x y z (Å)
C  1.47  -0.44  -0.19
C  0.13  0.18  0.08
O  -0.40  0.73  -1.20
C  -1.72  1.40  -1.19
P  -2.11  1.21  0.52
C  -0.96  2.02  1.57
O  0.18  1.24  1.09
C  -2.22  -0.48  0.85
O  -0.85  -0.84  0.56
H  1.44  -1.21  -0.97
H  1.85  -0.91  0.70
H  2.16  0.30  -0.55
H  -2.48  1.00  -1.88
H  -1.58  2.45  -1.46
H  -0.86  3.10  1.39
H  -1.15  1.82  2.63
H  -2.99  -0.99  0.25
H  -2.46  -0.69  1.91